Computed, not measured: 2 unconnected molecules or ions with the total composition C19H15F4O6, with ωB97M-V/def2-TZVPD.

Summary:
**Orbital gap**: 0.1386 Eh
**Net charge**: -1
**E_HOMO**: -3.348 eV

The geometry in XYZ format:
```
44
Properties=species:S:1:pos:R:3:forces:R:3
C -0.551191 0.907545 -3.429929 -0.5 0.7 -0.4
H -3.314032 2.100739 2.621434 -0.1 0.3 0.0
F -0.191325 4.374022 2.288964 0.6 -0.6 -0.5
C 0.668349 3.359311 2.117986 -0.4 0.0 2.0
C -2.710429 0.279639 3.558282 -0.3 0.1 0.6
C -2.014831 -0.903545 3.409069 -0.2 0.3 0.1
C 1.671011 -3.892433 -2.727332 -0.4 0.5 -0.3
C 1.066752 2.629466 3.173634 -1.3 1.5 -0.3
O -0.147321 0.097360 -2.346940 -0.3 -0.1 0.1
O 0.832163 3.743538 -0.163919 0.0 0.1 0.0
F 3.308265 0.176729 1.488726 -0.6 0.7 0.5
C -0.970459 0.262027 -1.265005 -0.4 -0.9 1.9
O -1.852168 1.110707 -1.263017 0.1 0.5 -1.1
H 0.814180 -4.257551 -3.295294 0.0 -0.1 0.0
H -2.001531 -1.631287 4.203943 0.1 -0.1 0.2
H -1.617070 1.140588 -3.297257 0.4 0.0 -0.2
C 2.462939 1.203761 1.661414 0.4 -0.1 -1.9
C -2.754572 1.186035 2.517280 0.0 -0.2 0.4
C 1.236472 -3.383849 -1.369675 0.5 -0.7 0.6
C 2.063971 1.934566 0.605084 1.2 -1.7 0.1
C 1.161517 3.063646 0.780206 -0.6 0.9 -1.5
H -0.012910 1.860167 -3.345366 0.0 0.0 -0.2
H 2.111164 -3.084587 -3.311478 0.1 0.1 0.0
F 2.508986 1.637692 -0.624757 -0.5 0.5 0.8
C 0.091493 -1.784632 -0.214114 -0.9 1.6 1.0
H -0.743156 0.744432 -5.594868 0.0 0.2 0.1
O 0.491089 -2.364768 0.787878 0.8 -0.8 -0.6
H -3.227589 0.486739 4.476533 -0.2 0.1 0.4
C -1.399258 -0.285608 1.143196 -0.2 0.1 0.5
H -0.735101 -0.790612 -4.717320 -0.1 -0.1 0.0
F 0.607914 2.915277 4.401015 0.5 -0.5 -0.7
C 1.996104 1.521110 3.004350 0.5 -1.1 1.3
C -1.365179 -1.173597 2.233032 0.1 -0.2 -0.1
O 2.374229 0.883854 3.959241 0.1 0.0 0.1
H -2.204583 1.602373 0.521447 0.0 0.1 0.1
O 0.405510 -2.249960 -1.464011 -0.2 0.1 0.0
H 0.759258 0.091114 -4.930791 0.1 0.0 -0.1
C -2.119179 0.909667 1.335529 0.2 0.2 -0.2
H 2.402510 -4.698520 -2.656120 0.0 0.0 0.2
C -0.307617 0.210066 -4.750766 0.4 -0.3 0.2
H 0.678618 -4.149930 -0.814296 0.3 -0.1 -0.1
H 2.093294 -3.102347 -0.740565 0.0 -0.3 -0.2
C -0.752347 -0.592257 -0.099646 1.4 -0.6 -2.7
H -0.813939 -2.086687 2.134220 -0.1 -0.1 0.1
```
Positions in Å, forces in eV/Å.



Computed, not measured: 4 unconnected molecules or ions with the total composition C19H41ClN11O5P, with ωB97M-V/def2-TZVPD.

Summary:
**SMILES**: [H]/N=C(/N)NCCCC[C@](C#N)(CCCCCOC)[C@](C)(C#N)P(O)Cl.NC(N)=O.NC(N)=O.NC(N)=O
**Orbital gap**: 0.3366 Eh
**Energy above the lowest of the compared OMol25 structures with the same formula, charge and spin**: 0.0 kJ/mol
**E_HOMO**: -8.617 eV

The geometry in XYZ format:
```
78
Properties=species:S:1:pos:R:3:forces:R:3
C 1.040356 -2.989390 -2.686508 0.0 0.5 0.2
H -2.387596 1.061648 -1.441893 0.1 0.0 0.0
C 2.422599 -1.775359 0.457238 -0.2 0.0 0.3
H -3.729993 1.503044 3.295125 -0.1 0.2 -0.2
C -1.749498 0.344781 -3.980286 0.4 0.1 -0.4
C -1.793754 1.072758 5.007022 0.0 0.1 -0.1
H 6.737479 -2.310637 0.276107 0.0 0.0 0.0
O -4.358418 1.027174 -3.557812 0.0 0.1 -0.1
C -0.330790 -2.745960 -2.035434 0.0 -0.6 -0.3
H -0.720563 0.782454 -5.866540 -0.1 0.0 -0.1
H -1.060281 0.276024 4.852103 -0.3 0.3 0.0
H 0.151189 -0.319684 -4.784730 0.1 0.2 0.0
H -1.548098 1.629145 5.913014 0.1 0.0 0.0
N 8.218707 -0.343070 -0.390505 0.0 0.0 0.0
H 1.113753 0.414729 6.965134 0.0 0.0 0.0
H -0.796159 -3.726772 -1.902507 0.0 0.0 0.2
C -1.972992 -0.572926 -0.123033 -0.4 -0.2 0.0
H -3.394895 0.894987 0.548616 0.0 0.1 0.1
H -2.123311 5.049534 -1.728130 0.0 -0.1 -0.1
O -0.106815 -1.264944 5.607602 0.0 -0.4 0.2
H -0.951291 -0.357335 0.190568 0.1 0.1 -0.2
N 1.894708 -1.648732 4.625225 -0.2 -0.1 0.0
C -0.010292 0.138542 -2.286474 0.0 0.1 -0.1
N -3.534859 5.223124 1.158829 -0.1 0.0 0.0
H -0.204586 -2.334975 -1.039469 0.0 0.3 0.1
C 2.182395 -3.038104 -1.665264 -0.6 -0.1 -0.2
C -1.662220 1.784692 -3.812950 0.2 0.1 0.2
H 2.824555 -0.209487 1.576233 0.3 -0.2 0.4
Cl -3.581702 0.806665 -6.302725 0.0 0.1 -0.1
H -2.093232 -1.656593 -0.163393 0.3 -0.1 0.1
N 1.792416 -2.490011 1.305088 0.0 -0.2 -0.1
H 1.250470 -2.177154 -3.389550 0.1 0.0 0.0
H -2.320990 -2.272637 -2.665377 -0.1 0.0 -0.1
H -3.753275 -0.751636 1.087608 -0.2 0.1 -0.2
N 3.349130 -0.830194 0.964058 -0.7 0.6 -0.7
C -2.953396 -0.027509 0.933252 0.3 0.0 0.0
H 2.873008 -1.452028 4.530863 0.0 0.0 -0.1
H 1.024029 -3.916731 -3.260189 0.0 0.0 -0.1
N 2.267218 -1.779615 -0.922882 1.1 -0.5 0.1
H 3.118902 -3.233149 -2.191595 0.1 0.0 0.1
C -0.829604 -0.039460 -5.170123 0.0 -0.4 0.4
C -1.328275 -0.395549 -2.650386 -0.5 -0.1 -0.1
P -3.545338 -0.060736 -4.423898 -0.1 -0.2 0.1
H -2.954448 6.391497 -1.018949 0.0 0.0 0.0
C -2.308467 -0.026696 -1.507847 0.2 0.1 0.3
H -2.772294 0.605140 5.167490 -0.1 0.0 0.0
H 2.938496 -1.163760 -1.360447 -0.3 0.2 -0.1
H -3.304234 -0.404290 -1.749476 0.0 0.0 -0.2
C 1.082370 -1.016434 5.519380 0.4 -0.1 -0.1
C -2.873493 4.638401 0.114637 0.1 0.1 0.1
H 1.473635 -2.340210 4.022409 0.2 0.2 -0.1
H 3.693116 -0.222070 0.222906 0.1 0.0 0.1
O 6.385080 0.843609 0.218571 0.0 0.0 0.0
H 1.119868 -3.098706 0.847342 0.0 0.0 0.0
C -2.709469 1.574497 2.892107 0.6 -0.1 0.2
C 6.938507 -0.235047 0.082012 0.0 0.0 0.0
H -3.974870 1.922402 -3.552966 -0.1 0.0 0.1
H 2.021796 -3.867939 -0.976223 0.0 0.0 0.1
H 5.371638 -1.332820 0.741002 0.0 -0.2 0.2
H 2.663949 0.155479 6.243007 0.0 0.0 0.0
N -2.657720 5.435956 -0.971227 -0.1 0.0 -0.1
H -3.851425 6.173526 1.149862 0.0 0.0 0.0
O -2.490882 3.482006 0.162090 0.0 -0.2 -0.2
H -1.134507 -2.176275 -3.935623 0.0 0.1 -0.1
N 0.979042 0.648082 -2.010208 0.2 0.0 0.0
C -1.311657 -1.926429 -2.891295 0.0 -0.1 0.5
H 8.692017 -1.217742 -0.510187 0.0 0.0 0.0
H -1.215121 0.182638 2.259043 0.0 0.1 -0.1
H -3.694368 4.661706 1.974936 0.0 0.0 0.0
C -2.304023 0.228158 2.306554 -0.4 -0.2 -0.2
H -2.615971 2.342129 2.128181 -0.3 0.0 -0.1
N 1.690112 -0.071248 6.304440 -0.1 0.0 0.0
H -2.639219 -0.575032 2.963995 0.3 0.0 0.2
N 6.313513 -1.409469 0.386426 0.0 0.0 -0.1
H 8.694779 0.508309 -0.622049 0.0 0.0 0.0
O -1.834895 1.992834 3.924710 -0.2 0.0 0.3
H -1.224677 -0.916656 -5.681942 0.0 0.1 -0.2
N -1.604865 2.925527 -3.694695 -0.2 0.2 0.0
```
Positions in Å, forces in eV/Å.



Computed, not measured: 4 unconnected molecules or ions with the total composition C17H39INO4, with ωB97M-V/def2-TZVPD.

Summary:
**Orbital gap**: 0.2871 Eh
**Net charge**: +1
**E_HOMO**: -12.176 eV

The geometry in XYZ format:
```
62
Properties=species:S:1:pos:R:3:forces:R:3
C -3.281862 -2.873954 2.313620 0.1 0.1 -0.1
C -0.785867 1.614729 -0.326857 -0.8 -0.3 0.1
H -0.766752 -1.944286 -7.427225 0.1 0.0 0.0
C -2.446964 1.523834 1.276475 0.2 0.3 0.2
H 3.332645 3.946785 -0.229666 0.1 0.1 -0.2
H -3.592302 -3.890296 2.062657 0.0 0.0 0.0
O 0.204318 3.729864 0.543293 0.1 -0.3 -0.1
H 0.044774 1.115328 0.168858 0.3 -0.1 -0.4
C 2.516490 3.251845 -0.055503 -0.2 -0.4 0.1
H 0.841244 3.461786 -1.431936 -0.1 -0.1 -0.1
C -2.418653 -0.663780 -6.947212 0.1 0.1 0.0
N -2.024510 0.965972 0.209006 -0.1 0.0 0.1
H 3.752022 0.916981 1.030733 0.0 -0.1 0.2
H -2.829847 -0.138691 -6.078609 0.0 0.0 0.0
H -0.496231 -0.150670 -5.287216 0.0 0.0 0.0
C -1.517548 -2.520932 -5.502766 0.1 0.0 0.0
H -5.990694 -2.975169 1.701172 0.0 0.0 0.0
H 5.935321 -1.663643 5.548405 0.0 0.0 0.0
H -1.902631 -2.048124 -4.592852 -0.1 0.0 0.0
H -6.215066 -1.249031 1.428311 0.0 0.0 0.0
H 2.992763 -0.206914 -0.086093 -0.1 -0.2 0.1
H -3.324165 1.196673 1.815713 -0.1 -0.2 -0.1
C 5.073032 -0.539795 3.906893 -0.1 -0.2 0.1
H 3.794875 1.904357 -1.137915 0.0 -0.1 -0.3
H -0.819323 2.435947 2.339868 -0.1 -0.1 0.2
H 3.020548 0.132890 3.960489 0.0 0.0 0.0
C 1.200289 3.880708 -0.496403 0.2 0.4 0.1
H 3.552320 -0.665816 5.449859 0.0 0.0 0.0
C -0.950247 3.031193 0.267552 0.1 0.0 0.5
C -4.148714 -1.866568 1.575782 -0.2 -0.3 0.1
H 2.006391 0.760682 1.047060 -0.1 -0.1 0.0
H -2.160774 0.083378 -7.696951 0.0 0.0 0.0
H -1.679545 3.601769 -0.316694 0.1 0.0 -0.3
H 2.082812 1.631249 -1.429646 0.0 -0.1 -0.1
O -3.987486 -2.001227 0.159367 0.2 0.4 0.1
I -0.817772 1.343574 -2.428953 0.1 0.1 0.1
H 4.817371 -1.344053 2.147955 0.0 -0.1 0.0
C 3.628101 -0.679833 4.362319 0.0 0.1 -0.1
C -5.613305 -1.984223 1.962352 0.0 0.1 -0.1
C 5.948398 -1.652657 4.458297 0.1 0.0 -0.1
H -5.753568 -1.839113 3.033575 0.0 0.0 0.0
O -0.159143 -0.595074 -6.070056 0.1 -0.1 -0.1
H -3.363481 -2.751271 3.393717 0.0 0.0 0.0
H -4.289073 -2.883156 -0.082404 0.0 0.0 -0.1
H 5.463430 0.424484 4.234317 0.0 0.0 0.0
H -2.234427 -2.768807 2.028335 0.0 0.0 0.0
H -3.798195 -0.853905 1.806061 0.0 -0.1 0.0
H -2.484003 0.172931 -0.236637 0.0 -0.2 0.0
C -1.190415 -1.463801 -6.545240 -0.2 0.0 0.1
H -2.213245 3.505489 2.021684 0.1 0.0 0.2
C -1.612442 2.687878 1.633520 -0.2 0.4 -0.6
H 6.977769 -1.529482 4.124151 0.0 0.0 0.0
H 1.325629 4.949682 -0.650612 -0.1 0.1 0.0
H -2.271623 -3.218196 -5.868443 0.0 0.0 0.0
C 2.818761 1.863372 -0.661111 0.1 0.3 0.5
H 5.595590 -2.624647 4.102396 0.0 0.0 0.0
H -3.197545 -1.309527 -7.353031 0.0 0.0 0.0
H 2.448357 3.144177 1.027815 0.1 0.1 0.1
C 2.883686 0.761759 0.397200 0.1 0.2 -0.4
O 5.144639 -0.501417 2.479690 0.0 0.1 0.1
H 3.208131 -1.623712 4.002600 0.0 0.0 0.0
H -0.623841 -3.083668 -5.234230 0.0 0.0 0.0
```
Positions in Å, forces in eV/Å.



Computed, not measured: C4H6N2 in the gas phase, with ωB97M-V/def2-TZVPD.

Summary:
**SMILES**: Cc1cn[nH]c1
**Orbital gap**: 0.3675 Eh
**Energy above the lowest of the compared OMol25 structures with the same formula, charge and spin**: 95.1 kJ/mol
**E_HOMO**: -8.984 eV

The geometry in XYZ format:
```
12
Properties=species:S:1:pos:R:3:forces:R:3
H 0.657464 1.039553 -2.173110 0.0 -0.1 -0.1
H -1.220987 -0.783140 2.473629 0.1 -0.7 -0.4
N -0.652049 -1.850410 0.751955 -0.5 0.3 -0.3
H 1.939690 0.771272 -0.992670 -0.3 0.0 -0.1
C 0.029983 0.071504 -0.310784 -0.1 0.2 0.4
H -0.195781 -1.926121 -1.308727 0.5 -0.1 0.6
N -0.801036 -0.777248 1.551812 -0.3 0.2 0.0
C -0.214025 -1.331570 -0.393321 0.4 0.0 -0.4
C 0.880006 1.041275 -1.107323 -0.1 -0.2 -0.2
H -0.755089 1.304687 1.347185 0.5 0.4 0.4
H 0.807720 2.087397 -0.762202 -0.3 -0.5 0.0
C -0.470156 0.363007 0.930359 0.1 0.4 0.1
```
Positions in Å, forces in eV/Å.



| no. | calculated total energy (a.u.) |
| --- | --- |
| 1 | -1583.924816 |
| 2 | -2528.787538 |
| 3 | -1324.252057 |
| 4 | -265.499345 |